1.
Formula: C30H27BrCl4N3O5PtS
Source: the Open Molecules 2025 dataset
Level of theory: ωB97M-V/def2-TZVPD

The geometry in XYZ format:
```
72
C30H27BrCl4N3O5PtS, DFT ωB97M-V/def2-TZVPD
Pt 2.846 -0.526 1.241
C 6.114 1.741 -1.830
C 6.697 0.650 -0.875
C 7.293 -0.450 -1.698
C 7.591 1.170 0.275
C 5.459 0.281 -0.238
C 4.468 0.166 0.500
H 6.924 2.218 -2.493
H 5.621 2.557 -1.298
H 5.317 1.388 -2.512
H 8.194 -0.067 -2.270
H 6.631 -0.917 -2.399
H 7.718 -1.282 -1.123
H 8.333 1.882 -0.230
H 8.150 0.379 0.757
H 6.926 1.752 0.988
Br -2.939 -5.250 4.382
C -2.521 -3.501 3.883
C -2.952 -2.367 4.558
N -2.372 -1.145 4.335
C -1.295 -0.984 3.591
C -0.847 -2.067 2.826
C -1.422 -3.326 3.007
C 0.299 -1.943 1.895
O 0.288 -2.492 0.787
O 1.256 -1.276 2.415
H -3.922 -2.348 5.111
H -0.851 0.036 3.579
H -0.991 -4.195 2.447
Cl 5.674 -2.051 5.018
C 5.901 -0.468 4.248
C 4.912 -0.029 3.223
O 5.096 1.052 2.605
O 3.922 -0.832 3.022
H 6.899 -0.495 3.745
H 5.948 0.343 5.024
Cl -6.340 5.197 -3.790
C -5.400 4.066 -2.935
C -5.124 2.833 -3.561
C -4.391 1.893 -2.943
C -3.741 2.146 -1.595
C -2.788 1.041 -1.070
C -1.419 1.230 -1.791
N -0.265 0.445 -1.344
C 0.436 -0.511 -2.119
C 1.595 -0.797 -1.399
N 1.565 -0.140 -0.194
C 0.448 0.607 -0.125
O -3.321 -0.249 -1.521
C -4.313 -0.732 -0.606
C -5.433 -1.521 -1.121
C -5.306 -2.834 -1.551
Cl -3.867 -3.763 -1.346
S -6.790 -3.468 -2.224
C -7.619 -2.031 -1.779
C -6.815 -1.028 -1.309
C -4.164 3.315 -0.911
Cl -4.009 3.574 0.763
C -4.985 4.253 -1.584
H -5.539 2.606 -4.544
H -4.288 0.906 -3.413
H -2.671 1.055 -0.006
H -1.258 2.302 -1.606
H -1.684 1.251 -2.838
H -0.006 -1.093 -2.978
H 2.403 -1.532 -1.592
H 0.288 1.447 0.567
H -4.715 0.193 -0.054
H -3.718 -1.306 0.099
H -8.656 -2.001 -1.929
H -7.159 -0.047 -1.133
H -5.312 5.089 -1.013
```

The charge is -1. For the HOMO energy (alpha / beta), the calculation gives -0.03512 / -0.16751 Ha. Its expectation value of S² is 2.023. The multiplicity is 3. The max |F| comes out at 3.6 eV/A. For the energy relative to the best compared isomer or geometry (same formula, charge and spin), the calculation gives 291.1 kJ/mol.


2.
Formula: C4H10ClMgO2
Source: the Open Molecules 2025 dataset
Level of theory: ωB97M-V/def2-TZVPD

The geometry in XYZ format:
```
18
C4H10ClMgO2, DFT ωB97M-V/def2-TZVPD
Mg 5.169 -20.699 17.549
Cl 6.894 -19.224 17.435
C 14.184 -17.648 17.032
O 12.795 -17.325 17.167
C 12.333 -16.394 16.166
C 10.965 -15.915 16.633
O 9.953 -16.820 16.377
C 8.680 -16.166 16.282
H 14.811 -16.762 16.936
H 14.396 -18.274 16.165
H 14.524 -18.276 17.856
H 12.343 -16.796 15.153
H 13.054 -15.579 16.223
H 10.731 -15.133 15.910
H 10.885 -15.516 17.644
H 7.840 -16.861 16.285
H 8.638 -15.644 15.326
H 8.436 -15.422 17.041
```

The charge is +1. For the HOMO energy, the calculation gives -0.41534 Ha. The max |F| comes out at 2.6 eV/A. For the energy relative to the best compared isomer or geometry (same formula, charge and spin), the calculation gives 426.9 kJ/mol.


3.
Formula: C16H16IKN4OS2Se
Source: the Open Molecules 2025 dataset
Level of theory: ωB97M-V/def2-TZVPD

The geometry in XYZ format:
```
42
C16H16IKN4OS2Se, DFT ωB97M-V/def2-TZVPD
K 1.368 -0.067 1.026
S 2.452 2.743 0.919
C 0.987 3.617 0.589
C 1.218 4.944 0.122
N 1.468 6.014 -0.236
C -0.316 3.203 0.729
S -0.920 1.693 1.348
C -1.369 4.075 0.333
N -2.272 4.725 0.019
C -2.069 -2.038 -2.378
N -2.651 -1.273 -1.310
C -2.345 -1.436 0.016
Se -1.105 -2.589 0.722
N -3.055 -0.495 0.692
C -3.689 0.363 -0.192
C -4.419 1.521 -0.013
C -4.901 2.156 -1.150
C -4.682 1.635 -2.420
C -3.954 0.464 -2.601
C -3.452 -0.153 -1.470
H -1.414 -2.785 -1.931
H -1.488 -1.389 -3.038
H -2.847 -2.542 -2.958
H -2.792 -0.247 1.631
H -4.570 1.946 0.969
H -5.434 3.092 -1.046
H -5.080 2.153 -3.283
H -3.760 0.070 -3.591
C 5.288 -2.142 2.089
C 4.805 -2.887 0.843
C 4.242 -1.744 0.009
O 3.689 -0.819 0.937
C 4.195 -1.087 2.245
H 6.261 -1.674 1.917
H 5.351 -2.786 2.965
H 3.994 -3.563 1.118
H 5.591 -3.440 0.327
H 3.453 -2.075 -0.669
H 5.032 -1.249 -0.573
H 3.384 -1.482 2.867
H 4.558 -0.153 2.678
I 1.248 -4.300 1.750
```

The charge is -2. For the HOMO energy, the calculation gives -0.03613 Ha. The max |F| comes out at 1.2 eV/A. For the energy relative to the best compared isomer or geometry (same formula, charge and spin), the calculation gives 112.4 kJ/mol.


4.
Formula: C4H5NO2
Source: the Open Molecules 2025 dataset
Level of theory: ωB97M-V/def2-TZVPD

The geometry in XYZ format:
```
12
C4H5NO2, DFT ωB97M-V/def2-TZVPD
C 0.335 -0.175 -1.110
C 0.463 0.808 0.791
N -0.513 1.683 0.906
C 0.486 -1.728 0.934
O -0.800 0.389 -1.604
C 0.200 -0.529 0.440
O 1.215 -0.586 -1.819
H -0.713 0.464 -2.566
H -0.299 2.651 1.072
H -1.476 1.479 0.644
H 0.693 -1.841 1.989
H 0.408 -2.612 0.324
```

For the HOMO energy, the calculation gives -0.29628 Ha. The max |F| comes out at 3.0 eV/A. For the energy relative to the best compared isomer or geometry (same formula, charge and spin), the calculation gives 310.9 kJ/mol.


5.
Formula: C6H6N2O2
Source: the Open Molecules 2025 dataset
Level of theory: ωB97M-V/def2-TZVPD

The geometry in XYZ format:
```
16
C6H6N2O2, DFT ωB97M-V/def2-TZVPD
C 2.092 0.171 0.738
C -1.117 1.461 -0.554
C -0.748 -0.998 -0.257
C 0.067 -1.126 -1.487
C 1.326 1.138 1.318
C -1.213 0.332 0.197
N 2.651 -0.672 0.207
N -1.015 2.423 -1.157
O -0.987 -1.845 0.568
O -1.996 0.264 1.263
H -0.101 -0.232 -2.063
H -0.335 -2.097 -2.021
H 1.068 -1.041 -1.171
H 0.880 0.908 2.250
H 1.443 1.960 0.637
H -2.014 -0.647 1.533
```

For the HOMO energy (alpha / beta), the calculation gives -0.36602 / -0.33493 Ha. The max |F| comes out at 3.4 eV/A. For the energy relative to the best compared isomer or geometry (same formula, charge and spin), the calculation gives 432.2 kJ/mol.


6.
Formula: C18H51NO14
Source: the Open Molecules 2025 dataset
Level of theory: ωB97M-V/def2-TZVPD

The geometry in XYZ format:
```
84
C18H51NO14, DFT ωB97M-V/def2-TZVPD
C 2.310 5.890 -1.895
C 1.724 4.468 -2.023
O 0.895 4.161 -0.959
O 3.240 6.096 -0.828
H 1.473 6.569 -1.730
H 2.936 6.041 -2.775
H 2.569 3.782 -1.959
H 1.242 4.485 -3.000
H 1.363 4.333 -0.138
H 4.130 6.380 -1.048
C -0.414 1.275 -1.493
C 0.900 0.787 -0.983
O 1.632 0.149 -1.975
O -0.373 2.305 -2.497
H -0.888 1.746 -0.632
H -0.983 0.416 -1.849
H 0.858 0.117 -0.124
H 1.585 1.563 -0.641
H 2.056 0.833 -2.499
H 0.026 3.057 -2.053
C -3.129 2.218 1.258
C -2.714 3.644 1.682
O -2.910 4.139 3.023
O -2.236 1.267 1.707
H -3.141 2.108 0.173
H -4.157 1.951 1.500
H -3.119 4.410 1.020
H -1.629 3.623 1.578
H -2.544 5.026 3.046
H -2.734 0.448 1.654
C 0.373 -2.862 -2.564
C 1.720 -2.898 -3.209
O 2.526 -3.890 -2.627
O -0.416 -3.806 -3.342
H -0.082 -1.885 -2.725
H 0.193 -3.046 -1.505
H 2.301 -1.983 -3.095
H 1.662 -3.093 -4.279
H 2.436 -4.650 -3.206
H 0.065 -4.633 -3.262
C 1.508 0.494 -5.574
C 2.724 1.473 -5.356
O 2.931 1.699 -3.969
O 0.286 1.056 -5.142
H 1.540 -0.503 -5.136
H 1.389 0.207 -6.619
H 2.564 2.335 -6.004
H 3.590 0.919 -5.717
H 3.873 1.730 -3.787
H 0.254 1.311 -4.217
C 3.570 -2.172 3.346
C 3.717 -0.954 2.446
O 2.695 -1.021 1.471
O 4.031 -3.358 2.695
H 2.564 -2.208 3.765
H 4.202 -1.998 4.217
H 4.674 -0.759 1.962
H 3.518 -0.025 2.980
H 3.096 -1.541 0.770
H 3.705 -3.353 1.792
C 0.314 -3.829 2.362
O -1.125 -3.586 2.263
C -1.393 -2.728 1.161
C -2.894 -2.392 1.135
N -3.397 -1.314 1.986
C -3.065 -1.507 3.357
C -3.722 -0.551 4.402
O -5.081 -0.770 4.805
C -5.394 -2.163 5.053
H 0.794 -2.909 2.696
H 0.767 -4.146 1.422
H 0.492 -4.590 3.122
H -1.080 -3.106 0.187
H -0.771 -1.854 1.355
H -3.475 -3.265 1.433
H -3.307 -2.158 0.153
H -4.405 -1.322 1.932
H -1.995 -1.366 3.514
H -3.369 -2.531 3.576
H -3.642 0.456 3.990
H -3.070 -0.546 5.275
H -6.380 -2.378 5.465
H -4.675 -2.722 5.651
H -5.305 -2.597 4.057
```

The SMILES is COCCNCCOC.OCCO.OCCO.OCCO.OCCO.OCCO.OCCO. For the HOMO energy, the calculation gives -0.33552 Ha. The max |F| comes out at 3.1 eV/A. For the energy relative to the best compared isomer or geometry (same formula, charge and spin), the calculation gives 261.7 kJ/mol.


7.
Formula: C18H20N2O3
Source: the Open Molecules 2025 dataset
Level of theory: ωB97M-V/def2-TZVPD

The geometry in XYZ format:
```
43
C18H20N2O3, DFT ωB97M-V/def2-TZVPD
C -0.633 0.168 1.468
C -1.572 0.430 0.241
C 0.452 1.221 1.453
C 1.139 1.459 2.800
C 2.139 0.610 3.275
C 0.739 2.438 3.704
C 2.731 0.739 4.508
C 1.293 2.527 4.968
C 2.275 1.685 5.363
C -2.556 -0.626 -1.727
C -2.754 -2.089 -2.184
C -1.775 0.206 -2.789
C -0.371 -0.310 -2.942
C 0.749 0.304 -2.338
C -0.199 -1.399 -3.773
C 2.005 -0.195 -2.593
C 1.100 -1.886 -4.015
C 2.214 -1.336 -3.364
H 0.367 -1.315 0.666
H -0.790 -1.886 1.745
H -1.253 0.397 2.360
H 1.183 0.891 0.728
H 0.037 2.152 1.080
H 2.527 -0.082 2.546
H -0.078 3.080 3.439
H 3.416 -0.037 4.882
H 0.951 3.232 5.709
H 2.695 1.802 6.347
H -1.372 -1.554 -0.339
H -3.483 -0.107 -1.492
H -1.742 1.232 -2.348
H -2.311 0.204 -3.741
H 0.618 1.212 -1.764
H -1.056 -1.873 -4.242
H 2.827 0.329 -2.111
H 1.198 -2.707 -4.698
H 3.236 -1.658 -3.563
H -4.214 -1.578 -3.453
N -0.073 -1.178 1.569
N -1.910 -0.701 -0.465
O -1.916 1.550 -0.077
O -2.302 -3.064 -1.556
O -3.531 -2.287 -3.275
```

The SMILES is N[C@@H](Cc1ccccc1)C(=O)N[C@@H](Cc1ccccc1)C(=O)O. For the HOMO energy, the calculation gives -0.33352 Ha. The max |F| comes out at 3.7 eV/A. For the energy relative to the best compared isomer or geometry (same formula, charge and spin), the calculation gives 121.6 kJ/mol.


8.
Formula: C3H5FO
Source: the Open Molecules 2025 dataset
Level of theory: ωB97M-V/def2-TZVPD

The geometry in XYZ format:
```
10
C3H5FO, DFT ωB97M-V/def2-TZVPD
C 0.672 -0.275 -0.687
C 0.392 -0.382 0.848
C -0.709 -0.093 -0.111
O -1.352 1.452 -0.091
F -1.668 -0.938 -0.481
H 1.152 0.642 -0.992
H 0.835 -1.111 -1.228
H 0.335 -1.313 1.239
H 0.764 0.257 1.516
H -0.423 1.761 -0.013
```

The SMILES is OC1(F)CC1. For the HOMO energy, the calculation gives -0.37898 Ha. The max |F| comes out at 5.4 eV/A. For the energy relative to the best compared isomer or geometry (same formula, charge and spin), the calculation gives 216.7 kJ/mol.